87
Properties=species:S:1:pos:R:3:forces:R:3 method="wB97M-V/def2-TZVPD" total_charge=+4 spin_multiplicity=4 s2=3.918 e_above_lowest_ev=2.022
Tc 0.639 0.088 -0.192 -1.3 0.8 0.8
C -2.306 -1.503 3.818 -0.1 -0.1 0.1
C -1.673 -0.536 2.896 -0.2 0.0 -0.2
C -0.325 -0.129 3.075 0.3 0.0 -0.1
C 0.233 0.876 2.312 0.0 0.1 0.3
C -0.532 1.501 1.292 0.1 0.2 -0.4
C -1.874 1.057 1.083 -0.1 0.1 0.1
C -2.415 0.052 1.856 0.1 -0.1 0.1
H -2.849 -2.283 3.278 0.0 0.0 0.0
H -3.070 -0.985 4.412 0.0 0.0 0.0
H -1.602 -1.954 4.513 0.0 0.0 0.0
H 0.251 -0.571 3.880 0.0 0.0 0.0
H 1.209 1.268 2.578 0.0 0.0 -0.1
H -0.257 2.504 0.969 0.0 0.0 0.0
H -2.502 1.572 0.367 0.1 -0.1 0.0
H -3.446 -0.244 1.707 0.0 0.0 0.0
N 0.320 0.463 -3.192 0.2 -0.2 0.8
P -0.451 1.395 -1.983 -0.9 0.2 -2.0
C -0.314 3.108 -2.515 0.3 -0.2 0.7
C -0.792 3.417 -3.795 0.0 -0.2 -0.1
C -0.761 4.728 -4.235 0.1 -0.1 0.1
C -0.245 5.723 -3.408 -0.1 0.0 -0.1
C 0.245 5.412 -2.149 0.0 0.0 0.2
C 0.227 4.099 -1.698 -0.2 0.1 0.0
C -2.193 0.902 -2.080 0.5 -0.1 0.3
C -2.464 -0.457 -1.865 0.1 0.1 -0.1
C -3.760 -0.926 -1.955 0.1 -0.1 0.1
C -4.796 -0.039 -2.237 -0.1 0.1 -0.1
C -4.535 1.311 -2.428 0.0 0.0 0.1
C -3.235 1.793 -2.329 0.0 0.1 0.1
P 1.492 -0.472 -2.430 0.1 0.4 -1.8
C 3.125 0.188 -2.765 -0.2 -0.1 0.8
C 3.741 -0.054 -3.994 -0.1 -0.1 -0.1
C 4.969 0.531 -4.257 0.0 0.1 0.0
C 5.583 1.333 -3.300 0.0 0.0 0.0
C 4.970 1.574 -2.076 0.0 0.1 0.1
C 3.735 1.009 -1.809 -0.1 -0.1 -0.2
C 1.383 -2.140 -3.047 0.0 0.4 0.6
C 0.207 -2.609 -3.647 0.0 0.0 -0.1
C 0.178 -3.900 -4.142 0.0 0.0 0.0
C 1.285 -4.731 -3.987 0.0 0.0 0.0
C 2.449 -4.268 -3.378 0.0 0.0 0.1
C 2.501 -2.975 -2.892 0.1 -0.1 0.0
H 0.383 0.747 -4.165 -0.1 -0.1 -0.1
H -1.171 2.643 -4.454 -0.1 0.0 0.0
H -1.134 4.971 -5.220 0.0 0.0 0.0
H -0.223 6.748 -3.756 0.0 0.0 0.0
H 0.618 6.196 -1.503 0.1 0.0 -0.1
H 0.622 3.862 -0.717 0.0 0.0 0.0
H -1.644 -1.148 -1.659 -0.1 -0.1 -0.1
H -3.969 -1.980 -1.823 0.0 0.0 0.0
H -5.813 -0.402 -2.304 0.0 0.0 0.0
H -5.341 1.999 -2.650 0.0 0.0 0.0
H -3.051 2.851 -2.442 0.1 0.1 -0.1
H 3.269 -0.682 -4.740 0.0 0.0 0.0
H 5.448 0.367 -5.213 0.0 0.0 0.0
H 6.546 1.780 -3.511 0.0 0.0 0.0
H 5.455 2.202 -1.340 0.0 0.0 0.0
H 3.226 1.217 -0.868 0.1 0.0 0.0
H -0.652 -1.959 -3.751 0.0 0.0 -0.1
H -0.702 -4.265 -4.653 0.0 0.0 0.0
H 1.243 -5.754 -4.340 0.0 0.0 -0.1
H 3.311 -4.915 -3.288 0.0 0.0 0.0
H 3.409 -2.599 -2.435 0.0 0.0 0.0
C 4.839 -6.427 2.777 0.1 -0.2 0.1
C 4.381 -5.118 2.289 0.0 0.2 -0.1
C 3.004 -4.867 2.058 -0.1 0.1 0.0
C 2.555 -3.671 1.586 0.0 -0.2 0.1
C 1.087 -3.493 1.328 0.0 0.0 0.0
C 3.528 -2.627 1.300 -0.8 0.5 -0.4
C 3.206 -1.421 0.701 1.5 -0.7 0.2
O 2.023 -0.910 0.486 0.6 -1.2 0.5
C 4.935 -2.857 1.588 0.3 -0.2 0.1
C 5.962 -1.775 1.462 0.1 0.1 0.0
C 5.311 -4.086 2.051 0.1 0.1 0.0
H 4.040 -7.158 2.860 0.0 0.0 0.0
H 5.321 -6.313 3.756 -0.1 0.1 0.0
H 5.640 -6.818 2.141 -0.1 0.0 -0.1
H 2.295 -5.660 2.259 0.0 0.0 0.0
H 0.547 -4.405 1.571 0.0 0.0 0.0
H 0.900 -3.263 0.275 0.0 0.0 0.0
H 0.685 -2.681 1.937 0.0 0.0 0.0
H 4.044 -0.806 0.372 -0.3 0.2 0.1
H 5.796 -1.011 2.226 0.0 0.0 0.0
H 5.955 -1.286 0.486 0.0 0.0 0.0
H 6.960 -2.176 1.619 0.0 0.0 0.0
H 6.358 -4.272 2.260 0.0 0.0 0.0